1.
The following is a DFT calculation (the ωB97M-V functional and the def2-TZVPD basis) of a structure of composition C33H41AgN2O2P2Si2.

Each line ends with the Löwdin charge.
Element x y z (Å)
1 Ag -0.215 -0.764 0.629  0.68
2 C -2.897 1.582 3.250  -0.20
3 Si -3.334 1.827 1.443  0.24
4 C -5.094 1.146 1.247  -0.19
5 C -3.503 3.684 1.164  -0.19
6 N -2.156 1.126 0.504  -0.28
7 P -1.888 0.730 -1.000  0.53
8 C -0.316 0.598 -1.532  -0.45
9 P 0.809 -0.552 -1.936  0.52
10 N 1.933 -0.932 -0.888  -0.28
11 Si 3.473 -1.553 -0.822  0.24
12 C 3.921 -1.914 0.961  -0.20
13 C 3.760 -3.170 -1.773  -0.19
14 C 4.786 -0.374 -1.481  -0.19
15 C 1.679 0.011 -3.493  -0.27
16 C 1.698 1.366 -3.811  -0.09
17 C 2.429 1.837 -4.894  -0.11
18 C 3.150 0.955 -5.691  -0.13
19 C 3.134 -0.401 -5.391  -0.11
20 C 2.406 -0.861 -4.300  -0.12
21 C 0.056 -2.143 -2.540  -0.27
22 C -0.014 -3.255 -1.707  -0.11
23 C -0.623 -4.432 -2.128  -0.10
24 C -1.146 -4.527 -3.410  -0.12
25 C -1.073 -3.430 -4.259  -0.12
26 C -0.493 -2.250 -3.817  -0.11
27 C -2.932 -0.768 -1.353  -0.28
28 C -3.254 -1.644 -0.319  -0.11
29 C -3.981 -2.803 -0.561  -0.09
30 C -4.417 -3.097 -1.846  -0.12
31 C -4.109 -2.231 -2.888  -0.11
32 C -3.365 -1.086 -2.638  -0.11
33 C -2.739 2.014 -2.060  -0.26
34 C -1.972 3.005 -2.669  -0.09
35 C -2.571 4.048 -3.362  -0.11
36 C -3.956 4.118 -3.468  -0.13
37 C -4.733 3.133 -2.873  -0.11
38 C -4.123 2.096 -2.174  -0.11
39 H -3.534 2.169 3.919  0.01
40 H -1.853 1.865 3.405  0.02
41 H -2.989 0.526 3.521  0.02
42 H -5.661 1.275 2.175  0.01
43 H -5.086 0.081 1.004  0.01
44 H -5.634 1.667 0.450  0.00
45 H -4.214 4.129 1.868  0.01
46 H -3.847 3.898 0.147  0.01
47 H -2.531 4.168 1.295  0.02
48 H 3.349 -2.771 1.328  0.02
49 H 3.647 -1.061 1.586  0.02
50 H 4.987 -2.126 1.086  0.01
51 H 2.862 -3.794 -1.776  0.01
52 H 4.571 -3.742 -1.309  0.01
53 H 4.039 -2.982 -2.814  0.00
54 H 4.763 0.559 -0.910  0.02
55 H 4.599 -0.129 -2.531  0.01
56 H 5.789 -0.806 -1.401  0.01
57 H 1.117 2.035 -3.184  0.07
58 H 2.431 2.898 -5.118  0.09
59 H 3.718 1.322 -6.539  0.08
60 H 3.691 -1.105 -5.999  0.09
61 H 2.405 -1.922 -4.073  0.09
62 H 0.401 -3.187 -0.706  0.08
63 H -0.693 -5.273 -1.448  0.09
64 H -1.623 -5.444 -3.739  0.09
65 H -1.494 -3.484 -5.257  0.09
66 H -0.469 -1.391 -4.480  0.11
67 H -2.913 -1.427 0.687  0.07
68 H -4.194 -3.480 0.258  0.10
69 H -4.978 -4.004 -2.041  0.08
70 H -4.421 -2.461 -3.901  0.09
71 H -3.106 -0.428 -3.463  0.11
72 H -0.893 2.926 -2.589  0.07
73 H -1.951 4.808 -3.826  0.09
74 H -4.425 4.931 -4.010  0.08
75 H -5.815 3.168 -2.942  0.09
76 H -4.740 1.338 -1.703  0.09
77 C 0.625 -2.167 4.657  -0.16
78 O 0.603 -1.524 3.396  -0.23
79 C -0.420 -1.923 2.465  -0.47
80 O -1.193 -2.783 2.829  -0.10
81 H 0.189 -1.519 5.427  0.07
82 H 1.669 -2.358 4.922  0.07
83 H 0.069 -3.105 4.652  0.06

Properties
Energy relative to the best compared isomer or geometry (same formula, charge and spin) in kJ/mol: 62.0
Multiplicity: 1
Net charge: -2
Orbital gap in eV: 5.92

2.
The following is a DFT calculation (the ωB97M-V functional and the def2-TZVPD basis) of an isolated molecule of C3H3O3P in a non-equilibrium geometry.

Each line ends with the Löwdin charge.
Element x y z (Å)
1 O 2.463 1.301 0.014  0.07
2 C 1.409 0.756 0.105  -0.60
3 O 0.271 1.312 -0.204  0.00
4 C -0.856 0.542 0.035  -0.19
5 C -0.549 -0.997 -0.047  -0.45
6 O 0.359 -1.497 -0.944  -0.35
7 P 1.255 -1.238 0.524  1.13
8 H -1.748 0.845 -0.701  0.18
9 H -1.171 0.643 1.016  0.09
10 H -1.433 -1.668 0.203  0.14

Properties
Energy relative to the best compared isomer or geometry (same formula, charge and spin) in kJ/mol: 192.2
Multiplicity: 1
Orbital gap in eV: 9.48

3.
The following is a DFT calculation (the ωB97M-V functional and the def2-TZVPD basis) of an isolated molecule of CH3BrP2 in a non-equilibrium geometry.

Each line ends with the Löwdin charge.
Element x y z (Å)
1 P -0.709 1.186 -0.223  0.48
2 P -0.772 -0.474 -1.664  0.53
3 C -0.523 -1.693 -0.607  -0.71
4 Br -1.025 -3.893 -1.561  0.09
5 H 0.139 0.600 0.718  -0.16
6 H 0.337 1.842 -0.871  -0.18
7 H -0.346 -1.964 0.410  -0.04

Properties
Energy relative to the best compared isomer or geometry (same formula, charge and spin) in kJ/mol: 145.8
Multiplicity: 1
Orbital gap in eV: 8.38

4.
The following is a DFT calculation (the ωB97M-V functional and the def2-TZVPD basis) of a cluster of 14 separate species, C84H70F14 in total in a non-equilibrium geometry.

Each line ends with the Löwdin charge.
Element x y z (Å)
1 F -25.832 -25.226 -23.308  0.07
2 C -24.670 -25.214 -22.645  -0.30
3 C -24.699 -25.103 -21.275  0.00
4 C -23.492 -24.952 -20.619  -0.07
5 C -22.321 -24.891 -21.352  -0.11
6 C -22.273 -25.081 -22.732  -0.05
7 C -23.511 -25.261 -23.364  -0.03
8 H -25.624 -25.144 -20.715  0.11
9 H -23.463 -24.943 -19.537  0.11
10 H -21.400 -24.811 -20.784  0.07
11 H -21.360 -25.018 -23.305  0.10
12 H -23.525 -25.388 -24.440  0.12
13 F -17.306 -20.220 -21.795  0.06
14 C -18.131 -21.066 -21.155  -0.29
15 C -19.478 -21.043 -21.449  -0.01
16 C -20.347 -21.761 -20.639  -0.08
17 C -19.844 -22.543 -19.616  -0.12
18 C -18.477 -22.626 -19.387  -0.09
19 C -17.609 -21.898 -20.186  -0.02
20 H -19.902 -20.385 -22.196  0.12
21 H -21.407 -21.696 -20.843  0.11
22 H -20.458 -23.054 -18.883  0.09
23 H -18.170 -23.231 -18.544  0.11
24 H -16.534 -21.908 -20.051  0.12
25 F -19.280 -29.458 -24.668  0.04
26 C -20.570 -29.046 -24.519  -0.27
27 C -20.987 -28.549 -23.313  -0.01
28 C -22.343 -28.290 -23.121  -0.09
29 C -23.227 -28.388 -24.193  -0.11
30 C -22.746 -28.759 -25.429  -0.09
31 C -21.405 -29.046 -25.619  -0.01
32 H -20.360 -28.382 -22.447  0.11
33 H -22.666 -27.866 -22.178  0.09
34 H -24.246 -28.034 -24.098  0.10
35 H -23.456 -28.831 -26.244  0.11
36 H -21.098 -29.462 -26.571  0.12
37 F -20.850 -24.557 -15.014  0.03
38 C -21.305 -23.281 -15.075  -0.27
39 C -20.408 -22.237 -14.963  -0.02
40 C -20.866 -20.933 -15.074  -0.08
41 C -22.221 -20.712 -15.307  -0.08
42 C -23.123 -21.781 -15.360  -0.07
43 C -22.661 -23.072 -15.267  -0.01
44 H -19.356 -22.425 -14.781  0.12
45 H -20.187 -20.092 -15.047  0.11
46 H -22.638 -19.711 -15.303  0.10
47 H -24.157 -21.591 -15.619  0.09
48 H -23.271 -23.957 -15.416  0.10
49 F -20.510 -25.622 -18.616  0.03
50 C -21.243 -26.753 -18.430  -0.27
51 C -21.506 -27.565 -19.512  -0.02
52 C -22.239 -28.734 -19.309  -0.07
53 C -22.726 -29.009 -18.044  -0.11
54 C -22.547 -28.119 -17.000  -0.08
55 C -21.776 -26.981 -17.177  0.01
56 H -21.029 -27.248 -20.430  0.10
57 H -22.412 -29.445 -20.106  0.09
58 H -23.230 -29.951 -17.882  0.08
59 H -23.109 -28.323 -16.101  0.08
60 H -21.706 -26.226 -16.404  0.09
61 F -27.265 -27.608 -22.828  0.05
62 C -26.928 -27.944 -21.564  -0.29
63 C -26.085 -29.018 -21.368  -0.01
64 C -25.656 -29.354 -20.096  -0.06
65 C -26.119 -28.573 -19.025  -0.10
66 C -27.008 -27.536 -19.215  -0.09
67 C -27.440 -27.210 -20.503  -0.02
68 H -25.657 -29.553 -22.212  0.11
69 H -24.974 -30.156 -19.861  0.09
70 H -25.808 -28.842 -18.019  0.08
71 H -27.439 -26.961 -18.404  0.10
72 H -28.227 -26.488 -20.682  0.12
73 F -20.178 -30.948 -19.680  0.06
74 C -19.102 -31.563 -20.198  -0.29
75 C -19.207 -32.158 -21.433  -0.01
76 C -18.098 -32.765 -21.996  -0.07
77 C -16.896 -32.702 -21.328  -0.10
78 C -16.812 -32.156 -20.047  -0.07
79 C -17.919 -31.535 -19.498  -0.04
80 H -20.169 -32.093 -21.929  0.11
81 H -18.203 -33.241 -22.959  0.11
82 H -16.005 -33.184 -21.718  0.10
83 H -15.918 -32.273 -19.451  0.11
84 H -17.855 -31.149 -18.487  0.11
85 F -24.352 -34.835 -24.965  0.06
86 C -23.910 -34.071 -23.942  -0.28
87 C -23.418 -32.812 -24.191  -0.01
88 C -23.011 -32.012 -23.132  -0.07
89 C -23.154 -32.484 -21.841  -0.10
90 C -23.652 -33.753 -21.585  -0.07
91 C -24.006 -34.557 -22.655  -0.02
92 H -23.378 -32.413 -25.199  0.12
93 H -22.736 -30.981 -23.315  0.08
94 H -22.920 -31.864 -20.979  0.09
95 H -23.798 -34.109 -20.575  0.10
96 H -24.456 -35.532 -22.501  0.12
97 F -18.917 -24.882 -23.911  0.06
98 C -18.556 -25.785 -22.987  -0.30
99 C -18.567 -25.426 -21.654  -0.01
100 C -18.066 -26.308 -20.715  -0.08
101 C -17.544 -27.538 -21.098  -0.08
102 C -17.530 -27.868 -22.450  -0.09
103 C -17.994 -26.969 -23.393  -0.04
104 H -19.027 -24.468 -21.437  0.10
105 H -18.131 -26.036 -19.671  0.10
106 H -17.316 -28.254 -20.321  0.10
107 H -17.052 -28.796 -22.742  0.11
108 H -17.912 -27.187 -24.451  0.12
109 F -24.469 -29.949 -15.510  0.05
110 C -25.323 -30.685 -14.789  -0.31
111 C -25.070 -30.875 -13.452  -0.01
112 C -26.050 -31.433 -12.650  -0.08
113 C -27.227 -31.895 -13.217  -0.10
114 C -27.497 -31.639 -14.550  -0.08
115 C -26.516 -31.085 -15.362  -0.02
116 H -24.112 -30.551 -13.059  0.12
117 H -25.897 -31.574 -11.590  0.11
118 H -27.957 -32.338 -12.553  0.10
119 H -28.483 -31.839 -14.949  0.11
120 H -26.755 -30.729 -16.360  0.11
121 F -22.722 -32.057 -17.265  0.05
122 C -22.885 -33.393 -17.209  -0.27
123 C -22.032 -34.223 -17.906  -0.03
124 C -22.231 -35.597 -17.857  -0.08
125 C -23.223 -36.124 -17.043  -0.10
126 C -24.024 -35.287 -16.291  -0.08
127 C -23.854 -33.911 -16.377  0.00
128 H -21.255 -33.854 -18.565  0.12
129 H -21.514 -36.216 -18.378  0.11
130 H -23.294 -37.201 -16.945  0.10
131 H -24.827 -35.672 -15.679  0.11
132 H -24.563 -33.267 -15.869  0.10
133 F -18.910 -28.107 -11.336  0.05
134 C -20.099 -27.486 -11.504  -0.29
135 C -20.853 -27.184 -10.386  -0.02
136 C -22.079 -26.562 -10.560  -0.08
137 C -22.554 -26.325 -11.841  -0.09
138 C -21.773 -26.615 -12.953  -0.08
139 C -20.552 -27.264 -12.782  -0.01
140 H -20.396 -27.371 -9.422  0.12
141 H -22.680 -26.299 -9.700  0.10
142 H -23.557 -25.943 -11.997  0.09
143 H -22.156 -26.376 -13.935  0.08
144 H -19.954 -27.552 -13.637  0.12
145 F -26.401 -22.516 -16.077  0.06
146 C -26.094 -23.734 -15.600  -0.31
147 C -25.723 -24.755 -16.454  -0.02
148 C -25.604 -26.037 -15.927  -0.08
149 C -25.708 -26.246 -14.562  -0.09
150 C -26.057 -25.191 -13.721  -0.08
151 C -26.215 -23.915 -14.240  -0.02
152 H -25.698 -24.569 -17.522  0.12
153 H -25.365 -26.909 -16.524  0.09
154 H -25.564 -27.239 -14.152  0.10
155 H -26.177 -25.334 -12.655  0.10
156 H -26.549 -23.108 -13.601  0.12
157 F -21.591 -29.990 -14.586  0.04
158 C -20.909 -31.123 -14.871  -0.28
159 C -20.260 -31.180 -16.077  -0.01
160 C -19.528 -32.329 -16.363  -0.08
161 C -19.502 -33.385 -15.463  -0.10
162 C -20.130 -33.270 -14.240  -0.08
163 C -20.850 -32.128 -13.931  -0.01
164 H -20.283 -30.378 -16.804  0.11
165 H -18.953 -32.406 -17.278  0.08
166 H -18.955 -34.286 -15.709  0.11
167 H -20.067 -34.096 -13.545  0.11
168 H -21.316 -31.986 -12.966  0.12

Properties
Energy relative to the best compared isomer or geometry (same formula, charge and spin) in kJ/mol: 0.0
Multiplicity: 1
Orbital gap in eV: 9.41